Density functional theory data (ωB97M-V/def2-TZVPD) for 2 unconnected molecules or ions with the total composition C2H9N3O2S.

Values from the calculation:
LUMO (spin up / spin down) ... 0.66 / 0.66 eV
HOMO-LUMO gap (spin up / spin down) ... 8.321 / 8.321 eV

Structure (ORCA input):
```
! RIJCOSX wB97M-V def2-TZVPD def2/J DEFGRID3
* xyz 0 1
C 1.5571 -0.7847 0.1137
C 1.4797 -1.1454 2.4125
N -1.7967 0.7698 -2.1011
N 0.4376 0.7023 1.5613
N 1.1496 -0.3556 1.2578
O -0.8355 2.5177 -3.5040
O 0.5916 0.5510 -2.9139
S -0.2634 1.5417 -2.2936
H 2.2044 -1.7147 0.0474
H 1.3133 -0.3791 -0.9271
H -0.2098 2.5264 -4.1402
H 0.8402 -2.0995 2.3856
H 2.5213 -1.4922 2.3593
H 1.2069 -0.5303 3.4072
H -2.2662 1.0109 -1.1564
H -2.3415 0.9681 -2.8681
H 0.2697 1.3062 0.8279
*
```

=====

Density functional theory data (ωB97M-V/def2-TZVPD) for 2 unconnected molecules or ions with the total composition C2H9N4.

Values from the calculation:
LUMO ... -4.06 eV
HOMO-LUMO gap ... 9.999 eV

Structure (ORCA input):
```
! RIJCOSX wB97M-V def2-TZVPD def2/J DEFGRID3
* xyz 1 1
C -0.8016 1.0145 -0.1933
C -0.9708 -0.3441 0.2189
N 0.1474 1.4730 -0.8852
N 0.0544 -0.9988 0.5106
N -2.4158 -0.8963 0.1585
N 2.2592 0.0360 -0.0833
H -1.5688 1.6690 0.2296
H 0.2294 2.4413 -1.1673
H -0.1000 -1.9242 0.7312
H 1.6249 -0.6460 0.5226
H -3.2779 -0.4534 0.1666
H -2.3760 -1.8463 0.4441
H 1.5809 0.5475 -0.7305
H 2.8822 -0.5708 -0.5991
H 2.7325 0.4986 0.6765
*
```

=====

Density functional theory data (ωB97M-V/def2-TZVPD) for 2 unconnected molecules or ions with the total composition C2H9N4O.

Values from the calculation:
LUMO (spin up / spin down) ... -3.78 / -4.28 eV
HOMO-LUMO gap (spin up / spin down) ... 8.166 / 8.120 eV

Structure (ORCA input):
```
! RIJCOSX wB97M-V def2-TZVPD def2/J DEFGRID3
* xyz 1 1
C -0.1276 0.9768 -0.0519
C 2.7458 -1.7774 0.7430
N 0.9585 -0.8588 -0.5512
N -0.7516 1.2452 -1.4317
N -1.1581 0.8760 0.7972
N -2.4845 0.6446 0.3332
O 1.3819 -1.2606 0.5126
H 3.0669 -1.6979 1.7198
H 3.3773 -1.1885 0.0133
H 2.8283 -2.9052 0.6337
H -1.6996 0.9773 -1.3001
H -0.5683 2.2394 -1.5022
H -1.0261 1.1839 1.7492
H -2.9532 1.5569 0.0669
H -3.0115 0.1652 1.0379
H -0.2276 0.6455 -2.0658
*
```

=====

Density functional theory data (ωB97M-V/def2-TZVPD) for 2 unconnected molecules or ions with the total composition C2H9N4O.

Values from the calculation:
LUMO (spin up / spin down) ... -4.03 / -4.03 eV
HOMO-LUMO gap (spin up / spin down) ... 8.998 / 9.000 eV

Structure (ORCA input):
```
! RIJCOSX wB97M-V def2-TZVPD def2/J DEFGRID3
* xyz 1 1
C -0.1898 2.1403 0.1730
C 0.3229 -0.2185 0.4599
N -3.3783 -0.5631 -0.3299
N 2.2131 -1.3304 -0.5462
N 1.1889 -1.2665 0.4214
N 0.4311 0.8484 -0.2846
O -2.3383 -1.1205 -0.0035
H -1.2774 1.8886 0.5478
H 0.3188 2.7217 0.9102
H -0.0511 2.7144 -0.7452
H -0.4765 -0.0797 1.2616
H 3.1271 -0.9657 -0.2760
H 2.4219 -2.1981 -0.9751
H 0.8556 -2.2070 0.6730
H 1.1440 0.7055 -0.9877
H -4.3120 -1.0693 -0.2985
*
```

=====

Density functional theory data (ωB97M-V/def2-TZVPD) for 2 unconnected molecules or ions with the total composition C2H9N5.

Values from the calculation:
LUMO (spin up / spin down) ... -0.04 / -0.05 eV
HOMO-LUMO gap (spin up / spin down) ... 7.390 / 7.388 eV

Structure (ORCA input):
```
! RIJCOSX wB97M-V def2-TZVPD def2/J DEFGRID3
* xyz 0 1
C 0.4814 -1.4095 0.2032
N 1.0082 -0.3936 -0.6967
N 0.0893 0.4239 -1.1739
N -0.6001 1.2765 -0.2556
N 1.8482 0.8862 0.6558
C -2.5117 -0.0276 -0.1299
N -1.7382 0.9070 0.2726
H 0.4884 0.9976 -1.9136
H 0.8887 1.4137 0.6854
H 2.6090 1.3705 0.1975
H 2.1417 0.3930 1.4892
H -0.2436 -2.0242 -0.3352
H 1.3176 -2.0182 0.5413
H -0.0370 -0.9794 1.0649
H -3.4323 -0.1854 0.4135
H -2.3097 -0.6304 -1.0184
*
```

=====

Density functional theory data (ωB97M-V/def2-TZVPD) for a gas-phase ion, C2H9N6O2S (charge +1).

Values from the calculation:
SMILES ... [H]/N=C(/[NH+]=C(N)N)O[S@@](=N)(N)=O
LUMO ... -3.03 eV
HOMO-LUMO gap ... 10.975 eV

Structure (ORCA input):
```
! RIJCOSX wB97M-V def2-TZVPD def2/J DEFGRID3
* xyz 1 1
H -0.3729 -3.1638 0.1843
N 0.4423 -2.6225 0.3487
C 0.2943 -1.4761 0.0010
N 1.3132 -0.5919 0.4047
C 1.7042 0.5845 -0.0846
N 2.9428 0.9798 0.1785
N 0.9645 1.3085 -0.9557
O -0.9160 -0.8730 -0.4072
S -1.7287 0.4110 0.3050
N -1.5380 1.4617 -0.8000
N -3.1028 -0.4412 0.4424
O -1.2161 0.7292 1.5503
H 1.9323 -1.1977 0.9525
H 3.2743 1.9049 -0.0899
H 3.3900 0.2553 0.8671
H 1.5639 1.9641 -1.3908
H -0.0821 1.3824 -1.0840
H -1.9556 1.0455 -1.6281
H -3.1509 -0.6809 1.4256
H -3.7587 -0.9800 -0.2196
*
```

=====

Density functional theory data (ωB97M-V/def2-TZVPD) for 3 unconnected molecules or ions with the total composition C2H9NO.

Values from the calculation:
SMILES ... [H][H].C1CO1.N
LUMO ... 1.21 eV
HOMO-LUMO gap ... 11.226 eV

Structure (ORCA input):
```
! RIJCOSX wB97M-V def2-TZVPD def2/J DEFGRID3
* xyz 0 1
H -0.3929 7.9307 -0.8371
H 0.1219 7.5893 -1.1822
C 1.2583 -3.5036 1.1495
C 2.0470 -3.5435 -0.0676
O 0.7296 -4.0464 -0.0562
H 0.8899 -2.5682 1.5462
H 1.4766 -4.2844 1.8706
H 2.2985 -2.7039 -0.7056
H 2.8636 -4.2635 -0.0560
N -3.3084 7.3255 -0.7748
H -4.1297 6.9734 -0.2801
H -2.4566 6.7960 -0.7523
H -3.1238 8.1939 -0.2891
*
```

=====

Density functional theory data (ωB97M-V/def2-TZVPD) for 2 unconnected molecules or ions with the total composition C2H9NO.

Values from the calculation:
SMILES ... CN.CO
LUMO ... 0.86 eV
HOMO-LUMO gap ... 9.974 eV

Structure (ORCA input):
```
! RIJCOSX wB97M-V def2-TZVPD def2/J DEFGRID3
* xyz 0 1
C -1.6974 0.4864 0.1763
N -1.7329 -0.6056 -0.7690
H -1.5329 1.4173 -0.3734
H -0.8170 0.4001 0.8630
H -2.6433 0.5519 0.7232
H -2.0167 -1.4581 -0.2958
H -0.7537 -0.7594 -1.1129
C 1.7471 0.2236 -0.1218
O 1.8458 -0.9750 0.6062
H 2.6782 0.4372 -0.6519
H 1.5343 1.0864 0.5203
H 0.9644 0.0388 -0.9289
H 2.4242 -0.8437 1.3649
*
```

=====

Density functional theory data (ωB97M-V/def2-TZVPD) for 2 unconnected molecules or ions with the total composition C2H9NO.

Values from the calculation:
LUMO (spin up / spin down) ... -3.70 / -8.63 eV
HOMO-LUMO gap (spin up / spin down) ... 11.918 / 6.954 eV

Structure (ORCA input):
```
! RIJCOSX wB97M-V def2-TZVPD def2/J DEFGRID3
* xyz 1 2
C -0.6047 -1.2917 -0.3538
N -0.0243 -0.0047 -0.6615
C -0.7721 1.1747 -0.2608
H -1.3039 -1.1791 0.4677
H -1.0607 -1.6913 -1.2653
H 0.1748 -1.9987 -0.0274
H 0.3866 0.1030 -1.5882
H -0.6322 1.3650 0.7866
H -1.7829 1.0047 -0.6348
H -0.3651 2.0460 -0.7870
H 1.3842 -0.0921 1.0079
H 2.7661 0.3125 1.5264
O 1.8343 0.2516 1.7902
*
```

=====

Density functional theory data (ωB97M-V/def2-TZVPD) for 3 unconnected molecules or ions with the total composition C2H9NO2.

Values from the calculation:
SMILES ... C=CN.O.O
LUMO ... 0.84 eV
HOMO-LUMO gap ... 9.133 eV

Structure (ORCA input):
```
! RIJCOSX wB97M-V def2-TZVPD def2/J DEFGRID3
* xyz 0 1
C -1.4806 -1.2851 0.7485
C -1.1991 0.0084 0.5380
N -1.2902 0.7489 -0.6393
H -2.2373 -1.7942 0.1623
H -0.8504 -1.9051 1.3710
H -0.7496 0.5566 1.3625
H -1.9148 0.3630 -1.3369
H -1.5010 1.7089 -0.3840
O 2.3672 0.2259 1.2442
H 2.8160 0.9091 1.7513
H 1.9309 0.7164 0.5363
O 1.4816 0.2413 -1.6086
H 0.6004 0.0426 -1.9487
H 2.0269 -0.5368 -1.7965
*
```

=====

Density functional theory data (ωB97M-V/def2-TZVPD) for 3 unconnected molecules or ions with the total composition C2H9NO3.

Values from the calculation:
SMILES ... CNC=O.O.O
LUMO ... 0.76 eV
HOMO-LUMO gap ... 10.639 eV

Structure (ORCA input):
```
! RIJCOSX wB97M-V def2-TZVPD def2/J DEFGRID3
* xyz 0 1
C 1.7266 0.4877 -0.4777
N 1.4660 0.7422 0.8986
C 0.5943 -0.1810 1.5087
O 0.1110 -1.1497 0.8912
H 2.7076 0.6580 -0.9271
H 0.9475 0.8485 -1.1024
H 1.5076 -0.7130 -0.4904
H 1.7694 1.5589 1.4559
H 0.3100 0.0498 2.4946
O -2.5746 -0.3611 0.5647
H -1.7277 -0.7801 0.4428
H -2.8704 -0.7456 1.4064
O -0.9141 -0.0675 -2.3183
H -1.5884 -0.5427 -2.8638
H -1.4648 0.1958 -1.4833
*
```

=====

Density functional theory data (ωB97M-V/def2-TZVPD) for 3 unconnected molecules or ions with the total composition C2H9NO3.

Values from the calculation:
SMILES ... CC(N)=O.O.O
LUMO ... 0.34 eV
HOMO-LUMO gap ... 10.510 eV

Structure (ORCA input):
```
! RIJCOSX wB97M-V def2-TZVPD def2/J DEFGRID3
* xyz 0 1
C -2.3311 0.7105 -0.1180
C -0.8365 0.5764 -0.0474
N -0.3488 -0.6941 0.1432
O -0.1117 1.5448 -0.0961
H -2.7974 0.6239 0.8571
H -2.5900 1.6534 -0.5622
H -2.7738 -0.1148 -0.6883
H 0.5028 -0.8517 0.6523
H -0.7179 -1.5081 -0.3158
O 4.2480 -3.3173 -2.4695
H 3.7423 -3.6386 -3.2250
H 3.5513 -2.9057 -1.9455
O -0.0961 2.9271 2.5861
H 0.1432 2.4321 3.3741
H 0.4157 2.5621 1.8551
*
```

=====

Density functional theory data (ωB97M-V/def2-TZVPD) for 3 unconnected molecules or ions with the total composition C2H9NO4.

Values from the calculation:
SMILES ... CNC(=O)O.O.O
LUMO ... 0.58 eV
HOMO-LUMO gap ... 10.371 eV

Structure (ORCA input):
```
! RIJCOSX wB97M-V def2-TZVPD def2/J DEFGRID3
* xyz 0 1
C 2.1411 1.0763 -0.6883
N 0.7111 0.9581 -0.3333
C 0.0349 -0.2010 -0.3402
O -1.0884 -0.3704 0.0854
O 0.6825 -1.1857 -1.0448
H 2.2506 0.9616 -1.7635
H 2.4597 2.0331 -0.2835
H 2.6760 0.2730 -0.2004
H 0.4359 1.5948 0.3990
H 0.0643 -1.5214 -1.7099
O -0.4000 2.7783 1.8565
H -0.7431 3.6649 2.0074
H -1.0721 2.1827 2.2119
O -2.6361 -4.2188 -0.4106
H -2.6466 -3.2873 -0.1484
H -2.8697 -4.7384 0.3626
*
```

=====

Density functional theory data (ωB97M-V/def2-TZVPD) for 2 unconnected molecules or ions with the total composition C2H9NOS2.

Values from the calculation:
SMILES ... CSS.NCO
LUMO ... 0.52 eV
HOMO-LUMO gap ... 9.073 eV

Structure (ORCA input):
```
! RIJCOSX wB97M-V def2-TZVPD def2/J DEFGRID3
* xyz 0 1
C 2.5593 -1.9074 2.6358
S 1.9613 -0.3125 2.1687
S 3.2256 0.0971 0.4855
H 3.3201 -1.8081 3.4092
H 1.7714 -2.4297 3.1890
H 2.8219 -2.3589 1.6910
H 2.9124 -0.8472 -0.3965
N -2.9032 1.8943 -1.9806
C -2.2533 0.7163 -1.4997
O -0.8958 0.9973 -1.0162
H -3.0564 1.8506 -2.9768
H -3.8384 1.9299 -1.6176
H -2.1478 -0.1132 -2.1987
H -2.7098 0.3876 -0.5620
H -0.7672 1.9039 -1.3311
*
```

=====

Density functional theory data (ωB97M-V/def2-TZVPD) for 3 unconnected molecules or ions with the total composition C2H9NS.

Values from the calculation:
SMILES ... [H][H].C1CS1.N
LUMO ... 1.02 eV
HOMO-LUMO gap ... 9.790 eV

Structure (ORCA input):
```
! RIJCOSX wB97M-V def2-TZVPD def2/J DEFGRID3
* xyz 0 1
H -3.7471 1.9450 -0.0763
H -4.0858 1.2972 -0.0064
C 0.4815 1.4573 0.3427
C -0.4971 0.3437 0.2341
S 0.6446 0.2266 1.6475
H 1.2970 1.4453 -0.3646
H 0.1346 2.4538 0.5658
H -0.4663 -0.3513 -0.5946
H -1.5336 0.5372 0.4859
N 1.7841 -2.1797 -0.6915
H 2.3400 -1.6283 -0.0503
H 2.3904 -2.6916 -1.3346
H 1.2576 -2.8553 -0.1576
*
```

=====

Density functional theory data (ωB97M-V/def2-TZVPD) for 2 unconnected molecules or ions with the total composition C2H9NS2.

Values from the calculation:
SMILES ... CSS.CN
LUMO ... 0.41 eV
HOMO-LUMO gap ... 9.286 eV

Structure (ORCA input):
```
! RIJCOSX wB97M-V def2-TZVPD def2/J DEFGRID3
* xyz 0 1
C 1.8026 -0.3414 -1.4058
S 0.2107 -0.3967 -2.2952
S 0.0372 1.6216 -2.7943
H 1.6189 -0.4226 -0.3350
H 2.4139 -1.1894 -1.7185
H 2.2950 0.6082 -1.6106
H 0.0119 1.4285 -4.1209
C -1.5315 -0.4510 2.4231
N -0.6031 0.4117 1.6850
H -2.0830 -1.1655 1.8106
H -0.9598 -0.9846 3.1934
H -2.2165 0.1902 2.9912
H -1.0991 0.8624 0.9246
H 0.1029 -0.1716 1.2524
*
```

=====

Density functional theory data (ωB97M-V/def2-TZVPD) for 2 unconnected molecules or ions with the total composition C2H9NS2.

Values from the calculation:
LUMO (spin up / spin down) ... -4.95 / -8.84 eV
HOMO-LUMO gap (spin up / spin down) ... 6.881 / 2.996 eV

Structure (ORCA input):
```
! RIJCOSX wB97M-V def2-TZVPD def2/J DEFGRID3
* xyz 1 2
C -2.3508 -2.3275 -1.8329
N -2.0311 -3.0152 -0.5728
H -1.6824 -2.7055 -2.6065
H -3.4106 -2.4423 -2.0079
H -2.1997 -1.2423 -1.7608
H -1.6615 -3.9393 -0.7326
H -1.4524 -2.6357 0.1619
C 0.3329 0.6739 2.1314
S 1.5874 1.1584 0.9172
S 0.4777 1.4894 -0.7254
H 0.0640 -0.3674 1.9448
H 0.8083 0.8008 3.1090
H -0.5330 1.3027 2.0201
H -0.1242 0.2784 -0.7903
*
```

=====

Density functional theory data (ωB97M-V/def2-TZVPD) for C2H9OP3 in the gas phase.

Values from the calculation:
SMILES ... CCP(=O)(P)P
LUMO ... 0.43 eV
HOMO-LUMO gap ... 9.552 eV

Structure (ORCA input):
```
! RIJCOSX wB97M-V def2-TZVPD def2/J DEFGRID3
* xyz 0 1
C 1.8081 0.5683 -0.4047
C 0.7744 0.8652 0.7462
P -0.6992 -0.1327 0.6536
O -1.2178 -0.2362 2.1266
P -0.4187 -2.2097 -0.2532
P -1.8147 1.2003 -0.6295
H 1.5053 0.9806 -1.3674
H 2.7512 0.9839 -0.0622
H 1.9732 -0.4520 -0.4862
H 0.6025 1.9651 0.6443
H 1.3608 0.5241 1.7496
H -1.7792 -2.1697 -0.8607
H -1.2208 -2.8609 0.7843
H -0.9175 0.7832 -1.5817
H -2.7075 0.1906 -1.0591
*
```

=====

Density functional theory data (ωB97M-V/def2-TZVPD) for 2 unconnected molecules or ions with the total composition C2H9OS.

Values from the calculation:
LUMO ... -3.71 eV
HOMO-LUMO gap ... 12.063 eV

Structure (ORCA input):
```
! RIJCOSX wB97M-V def2-TZVPD def2/J DEFGRID3
* xyz 1 1
O 1.5601 0.0050 2.1334
H 1.1880 -0.3272 2.9636
H 2.3750 0.4320 2.4142
H 0.6643 0.6657 0.2155
C 0.1144 -1.3935 -1.0555
S 0.1965 0.3805 -1.0340
C -1.4625 1.2897 -0.6219
H -0.0030 -1.8002 -0.0324
H -0.7773 -1.6992 -1.6151
H 1.0182 -1.7298 -1.5609
H -1.4462 1.4438 0.4523
H -2.2170 0.6071 -0.9782
H -1.2105 2.1262 -1.2810
*
```

=====

Density functional theory data (ωB97M-V/def2-TZVPD) for a molecular structure, C2HAgLiO2.

Values from the calculation:
LUMO (spin up / spin down) ... -5.53 / -5.53 eV
HOMO-LUMO gap (spin up / spin down) ... 5.943 / 5.942 eV

Structure (ORCA input):
```
! RIJCOSX wB97M-V def2-TZVPD def2/J DEFGRID3
* xyz 1 1
O -1.7515 -0.3590 -0.0035
C -1.0169 0.6753 -0.0623
Ag -3.6031 -1.2676 -1.0145
Li -0.1991 -0.9164 1.5978
H -1.3706 1.3783 -0.8631
C 3.7941 0.7719 0.2703
O 4.1470 -0.2824 0.0753
*
```